[1]
# C33H49N7O9S2Sr

A structure of composition C33H49N7O9S2Sr in a non-equilibrium geometry (wB97M-V/def2-TZVPD, the Open Molecules 2025 dataset).

```
101
C33H49N7O9S2Sr (wB97M-V/def2-TZVPD)
Sr 1.626 -0.281 -0.371
O 2.052 2.727 0.743
C 0.815 2.327 0.575
O 0.447 1.766 -0.429
C -0.148 2.901 1.615
O -0.563 2.069 2.657
C 0.456 1.634 3.534
C 1.332 0.498 2.963
O 2.109 -0.081 3.702
O 1.163 0.295 1.731
H 2.595 2.561 -0.067
H -1.056 3.153 1.054
H 0.308 3.822 2.015
H -0.049 1.270 4.436
H 1.107 2.470 3.828
C 0.054 3.663 -3.023
N -1.242 3.540 -2.393
C -2.197 4.497 -2.905
C -1.711 2.224 -2.233
N -1.252 1.171 -2.759
N -2.753 2.241 -1.318
C -3.412 1.193 -0.719
N -4.231 1.640 0.283
N -3.293 -0.021 -1.092
H 0.412 4.684 -2.877
H 0.016 3.472 -4.106
H 0.760 2.974 -2.564
H -1.960 5.496 -2.543
H -3.203 4.239 -2.583
H -2.192 4.515 -4.002
H -0.501 1.409 -3.396
H -2.818 3.127 -0.831
H -4.201 2.592 0.607
H -4.678 0.962 0.882
H -3.937 -0.597 -0.540
N -0.293 -1.439 -1.620
C -0.671 -2.841 -1.708
C 0.338 -3.670 -2.496
C 1.795 -3.572 -2.046
C 2.036 -3.887 -0.569
N 2.501 -2.709 0.145
H -1.129 -0.894 -1.384
H -0.088 -1.086 -2.550
H -1.663 -2.951 -2.180
H -0.757 -3.229 -0.688
H 0.278 -3.400 -3.551
H 0.022 -4.716 -2.438
H 2.185 -2.580 -2.263
H 2.384 -4.252 -2.666
H 2.747 -4.724 -0.471
H 1.108 -4.201 -0.091
H 3.452 -2.499 -0.129
H 2.496 -2.854 1.148
O -0.137 -2.439 1.644
S -1.594 -2.571 1.875
C -2.159 -0.874 2.110
C -3.589 -0.767 2.505
C -3.968 0.215 3.413
C -5.295 0.370 3.768
C -6.263 -0.467 3.229
C -5.892 -1.454 2.335
C -4.563 -1.602 1.972
C -1.873 -3.254 3.551
C -1.558 -2.382 4.719
C -0.284 -1.873 4.925
C -0.047 -1.018 5.986
C -1.069 -0.686 6.859
C -2.340 -1.199 6.664
C -2.582 -2.038 5.594
H -1.957 -0.403 1.144
H -1.504 -0.406 2.840
H -3.210 0.857 3.840
H -5.575 1.138 4.471
H -7.297 -0.351 3.508
H -6.636 -2.111 1.912
H -4.289 -2.379 1.273
H -1.267 -4.162 3.525
H -2.921 -3.552 3.579
H 0.514 -2.103 4.236
H 0.938 -0.600 6.098
H -0.876 -0.022 7.687
H -3.142 -0.942 7.338
H -3.579 -2.421 5.426
C 7.351 0.866 -6.813
C 6.357 0.855 -5.695
C 5.380 -0.129 -5.615
C 4.475 -0.151 -4.567
C 4.552 0.820 -3.584
C 5.503 1.817 -3.649
C 6.401 1.829 -4.703
S 3.422 0.757 -2.228
O 3.420 2.079 -1.603
O 3.867 -0.269 -1.274
O 2.114 0.385 -2.774
H 7.040 0.215 -7.625
H 8.324 0.523 -6.465
H 7.483 1.870 -7.210
H 5.324 -0.888 -6.384
H 3.716 -0.910 -4.511
H 5.537 2.571 -2.883
H 7.149 2.608 -4.757
```

Summary:
- ΔE to the lowest compared entry with this formula, charge and spin (kJ/mol) = 131.0
- calculated total energy (Eh) = -3174.6177

---

[2]
# C4H8NOS

The ion C4H8NOS with charge -1 in a non-equilibrium geometry (wB97M-V/def2-TZVPD, the Open Molecules 2025 dataset).

```
15
C4H8NOS (wB97M-V/def2-TZVPD)
C 1.259 -0.641 0.951
C 0.314 -0.009 -0.068
C -0.125 -0.968 -1.136
S 0.744 -2.591 -1.455
N -0.815 0.744 0.482
C -1.273 1.975 0.138
O -2.407 2.309 0.444
H 0.881 -1.497 1.524
H 2.157 -0.909 0.394
H 1.631 0.038 1.741
H 0.943 0.667 -0.678
H -0.244 -0.540 -2.126
H -1.119 -1.324 -0.835
H -1.309 0.240 1.193
H -0.637 2.507 -0.570
```

Summary:
- SMILES string = C[C@@H](C[S-])NC=O
- total charge = -1
- ΔE to the lowest compared entry with this formula, charge and spin (kJ/mol) = 86.5
- calculated total energy (Eh) = -685.4231